1.
{"formula": "C4H7OP", "method": "wB97M-V/def2-TZVPD", "symbols": ["C", "C", "C", "C", "O", "P", "H", "H", "H", "H", "H", "H", "H"], "xyz": [[-1.012, -0.045, 0.570], [0.980, -1.035, -0.813], [0.265, 1.701, -0.179], [0.286, -0.888, 0.550], [-0.935, 1.009, -0.305], [1.646, 0.396, 0.195], [-1.907, -0.615, 0.151], [-1.246, 0.113, 1.644], [1.788, -1.814, -0.862], [0.464, -0.889, -1.859], [0.570, 2.292, -0.996], [0.158, 2.292, 0.708], [0.596, -1.556, 1.256]], "atomic_forces_ev_per_a": [[-1.35, -3.39, 0.25], [-0.08, 0.07, -1.21], [1.13, -1.83, 1.67], [0.42, 3.08, -3.50], [-0.27, 0.76, -1.11], [-0.89, -0.05, -0.23], [1.06, 0.29, 0.70], [0.11, 0.85, -0.46], [-1.04, 0.67, 0.06], [0.76, -0.16, 2.44], [-0.33, 0.61, -1.25], [0.50, 0.82, 0.65], [-0.02, -1.72, 1.99]], "e_tot_ev": -15595.734, "e_homo_ev": -9.15, "orbital_gap_ev": 10.23, "mol_weight_g_mol": 102.07, "smiles": "C1OCP2C[C@H]12", "e_above_lowest_kcal_mol": 39.3}



2.
{"formula": "C4H7OTl", "method": "wB97M-V/def2-TZVPD", "symbols": ["C", "C", "C", "O", "Tl", "H", "H", "H", "H", "C", "H", "H", "H"], "xyz": [[-2.498, -0.093, 0.271], [-1.004, 0.059, 0.386], [-0.020, -0.953, -0.034], [1.230, -0.677, -0.327], [2.385, -0.402, -1.771], [-2.851, -1.039, -0.148], [-0.660, 0.615, 1.265], [-3.086, 0.308, 1.096], [-0.583, -1.457, -0.916], [-1.850, 0.869, -0.665], [-1.783, 0.581, -1.715], [-1.949, 1.937, -0.477], [0.017, -1.826, 0.701]], "atomic_forces_ev_per_a": [[0.99, -0.49, -0.48], [1.41, -1.49, 4.73], [-2.71, -0.62, -1.97], [-1.92, -0.20, 4.77], [4.07, 0.81, -4.72], [0.21, 0.06, -0.44], [0.05, 0.77, -0.43], [0.33, 0.54, 0.22], [0.77, -0.79, 0.58], [-3.99, 1.63, -2.35], [0.41, 0.00, 0.13], [0.61, 0.07, 0.14], [-0.24, -0.27, -0.16]], "charge": 3, "e_tot_ev": -10957.723, "e_homo_ev": [-25.96, -25.86], "orbital_gap_ev": [6.73, 6.54], "mol_weight_g_mol": 275.48, "spin_multiplicity": 2, "e_above_lowest_kcal_mol": 0.0, "s_squared": 1.2878}



3.
{"formula": "C4H7P", "method": "wB97M-V/def2-TZVPD", "symbols": ["C", "C", "C", "C", "P", "H", "H", "H", "H", "H", "H", "H"], "xyz": [[-1.814, 0.456, -0.485], [-0.782, 0.863, 0.285], [0.903, -0.800, -0.574], [0.332, 0.033, 0.496], [2.014, 0.495, 0.066], [-2.606, 1.042, -0.890], [-2.008, -0.668, -0.688], [-0.728, 1.882, 0.548], [1.198, -1.797, -0.260], [0.617, -0.566, -1.655], [0.300, -0.790, 2.083], [2.575, -0.150, 1.074]], "atomic_forces_ev_per_a": [[0.15, -2.44, 0.58], [-2.74, 0.04, -1.95], [0.20, -0.81, -1.00], [0.64, -2.57, 3.97], [0.13, 2.28, -1.44], [-0.32, 0.82, 0.20], [0.87, 1.90, 0.14], [0.10, 1.13, 0.47], [-0.27, -0.03, -0.70], [0.14, -0.76, 1.73], [-0.03, 1.79, -3.59], [1.14, -1.35, 1.58]], "e_tot_ev": -13545.153, "e_homo_ev": -8.85, "orbital_gap_ev": 8.67, "mol_weight_g_mol": 86.07, "e_above_lowest_kcal_mol": 95.0}



4.
{"formula": "C4H7P", "method": "wB97M-V/def2-TZVPD", "symbols": ["C", "C", "C", "C", "P", "H", "H", "H", "H", "H", "H", "H"], "xyz": [[-0.066, 1.186, 0.164], [-0.549, 2.490, 0.287], [0.885, -1.497, 0.065], [0.045, -0.826, -0.895], [-0.979, -1.427, 0.468], [-0.118, -0.729, -1.982], [0.429, 0.767, 0.982], [-0.214, 2.928, 1.193], [-1.088, 2.935, -0.612], [1.442, -2.376, -0.097], [1.463, -0.843, 0.646], [-1.250, -2.608, -0.216]], "atomic_forces_ev_per_a": [[-2.53, 7.12, 0.91], [0.82, -4.36, -2.98], [-1.01, 0.29, -0.80], [-0.39, -2.36, -1.78], [0.79, 0.52, 0.00], [0.43, -0.27, 0.87], [0.84, -1.05, 0.99], [-0.14, 1.22, 0.55], [0.63, -0.13, 1.79], [0.28, -1.27, -0.51], [0.64, 0.88, 1.19], [-0.35, -0.59, -0.24]], "e_tot_ev": -13541.923, "e_homo_ev": [-6.50, -9.43], "orbital_gap_ev": [7.71, 7.77], "mol_weight_g_mol": 86.07, "spin_multiplicity": 3, "e_above_lowest_kcal_mol": 85.6, "s_squared": 2.0236}



5.
{"formula": "C4H8", "method": "wB97M-V/def2-TZVPD", "symbols": ["C", "C", "H", "H", "H", "H", "C", "C", "H", "H", "H", "H"], "xyz": [[3.270, -0.204, 0.497], [2.446, -0.340, -0.565], [2.954, 0.271, 1.433], [4.307, -0.550, 0.427], [1.417, 0.018, -0.443], [2.721, -0.780, -1.530], [-2.618, -0.324, -0.191], [-3.080, 0.854, 0.252], [-3.262, -1.151, -0.508], [-1.534, -0.455, -0.290], [-4.167, 0.964, 0.346], [-2.454, 1.695, 0.572]], "atomic_forces_ev_per_a": [[-0.27, -0.28, -1.34], [0.23, 0.39, 1.38], [0.05, -0.28, -0.45], [-0.38, 0.17, 0.17], [0.32, -0.17, -0.32], [0.04, 0.16, 0.55], [0.45, 0.96, 0.10], [-0.49, -0.97, -0.11], [0.22, 0.44, 0.24], [-0.42, -0.19, 0.01], [0.42, 0.25, 0.01], [-0.17, -0.49, -0.24]], "e_tot_ev": -4275.701, "e_homo_ev": -10.13, "orbital_gap_ev": 11.27, "mol_weight_g_mol": 56.11, "smiles": "C=C.C=C", "e_above_lowest_kcal_mol": 34.4}



6.
{"formula": "C4H8", "method": "wB97M-V/def2-TZVPD", "symbols": ["C", "C", "C", "C", "H", "H", "H", "H", "H", "H", "H", "H"], "xyz": [[0.040, 0.611, -1.004], [1.313, 0.982, -0.156], [-0.224, -0.705, -0.285], [-1.009, -0.656, 0.961], [-0.831, 1.167, -1.044], [0.468, 0.385, -1.986], [2.169, 0.573, -0.579], [1.455, 1.330, 0.880], [0.317, -1.601, -0.637], [-0.930, 0.277, 1.556], [-0.736, -1.491, 1.513], [-2.031, -0.872, 0.781]], "atomic_forces_ev_per_a": [[2.82, -2.30, 0.74], [-2.95, -0.73, 0.22], [2.16, 2.19, -0.72], [0.31, 0.69, -0.17], [-1.30, 1.77, 0.00], [-0.56, 0.36, -0.07], [1.51, -0.60, -0.67], [-0.86, -0.23, -0.60], [-0.48, 0.54, 0.46], [0.06, -0.57, -0.48], [0.74, -1.33, 1.76], [-1.45, 0.23, -0.46]], "e_tot_ev": -4273.900, "e_homo_ev": [-7.78, -7.47], "orbital_gap_ev": [8.67, 8.22], "mol_weight_g_mol": 56.11, "e_above_lowest_kcal_mol": 75.9}